No. 1
146
Properties=species:S:1:pos:R:3:forces:R:3:mulliken_charge:R:1 method="wB97M-V/def2-TZVPD" homo_lumo_gap_ev=7.63 total_charge=+1 e_homo_ha=-0.37560
C -7.225 1.013 -0.166 0.02 0.04 0.00 -1.205
C -7.344 1.140 -1.681 0.18 -0.11 0.03 -0.266
C -7.383 2.582 -2.205 -0.23 0.03 0.04 -0.896
C -6.312 2.895 -3.245 0.06 0.00 0.19 -1.184
C -4.893 2.801 -2.685 -0.20 0.13 0.19 1.108
C -4.499 4.016 -1.848 -0.23 0.04 -0.12 -1.297
C -3.013 4.300 -1.676 -0.13 -0.02 -0.05 -0.616
C -2.096 3.204 -1.130 0.43 -0.01 -0.03 0.674
Br -2.957 2.391 0.421 -0.23 -0.08 0.13 0.023
C -0.714 3.808 -0.647 -0.09 -0.12 -0.08 -1.372
O -0.517 5.061 -1.245 -0.03 0.02 -0.18 -0.508
C -0.332 6.180 -0.375 0.08 0.13 0.05 -0.096
C -1.514 6.510 0.511 0.04 0.21 0.08 -1.306
C 0.499 2.899 -0.978 0.14 -0.37 -0.01 2.346
C 1.745 3.697 -0.557 -0.24 -0.02 -0.30 -2.395
C 3.116 3.030 -0.503 0.30 0.36 0.16 -0.877
O 4.119 4.009 -0.804 -0.50 -0.07 0.13 -0.672
C 0.370 1.593 -0.131 -0.04 0.00 -0.21 -2.102
C 0.884 0.247 -0.636 0.05 -0.21 0.20 0.079
C 0.156 -0.922 0.058 0.07 0.12 -0.23 0.439
C 0.983 -2.200 0.266 -0.22 0.06 0.29 -2.719
N 0.927 -2.618 1.685 0.69 0.15 -0.23 0.468
C 1.376 -1.614 2.591 -0.29 0.23 0.41 -0.218
N 0.614 -1.246 3.547 0.52 -0.24 -0.67 -0.358
N 2.673 -1.121 2.353 -0.40 0.28 -0.17 -0.550
N 0.423 2.682 -2.480 -0.92 0.28 -0.36 0.489
C 1.530 2.974 -3.424 -0.27 -0.03 -0.18 -2.795
C 2.168 1.798 -4.222 0.08 0.14 0.04 1.715
N 3.119 1.050 -3.402 0.09 0.20 0.16 -0.267
N 2.758 2.481 -5.375 -0.16 -0.17 -0.03 -0.823
N 1.164 0.879 -4.718 -0.18 -0.08 -0.09 -0.609
C -0.791 2.488 -3.003 1.15 0.04 -0.28 -1.459
N -0.962 2.555 -4.367 -0.65 -0.03 0.54 0.020
N -1.873 2.216 -2.211 0.32 0.12 0.59 1.592
C -2.198 0.800 -2.143 -0.34 -0.54 0.02 -1.296
H -6.854 0.032 0.123 -0.04 -0.10 0.01 0.329
H -6.526 1.753 0.222 0.07 0.06 0.09 0.222
H -8.183 1.159 0.330 -0.06 0.12 0.05 0.372
H -6.491 0.623 -2.122 0.02 -0.07 -0.15 0.235
H -8.229 0.604 -2.016 -0.06 -0.11 -0.08 0.445
H -8.360 2.777 -2.647 -0.07 0.10 -0.01 0.443
H -7.290 3.277 -1.369 0.02 0.08 0.09 0.368
H -6.476 3.901 -3.632 -0.03 0.05 -0.18 0.471
H -6.421 2.199 -4.078 -0.01 -0.04 -0.11 0.353
H -4.871 1.928 -2.035 0.32 -0.26 -0.11 -0.636
H -4.182 2.664 -3.497 0.13 -0.08 -0.07 0.187
H -4.910 4.902 -2.339 0.02 0.13 0.00 0.455
H -4.988 3.977 -0.875 0.00 -0.06 0.10 0.460
H -2.905 5.171 -1.043 -0.03 0.11 0.07 -0.144
H -2.611 4.573 -2.653 0.18 0.05 -0.04 0.306
H -0.725 3.867 0.441 -0.14 0.20 0.07 1.363
H -0.131 7.016 -1.040 0.03 0.02 -0.10 0.451
H 0.567 6.040 0.226 0.03 -0.14 0.08 0.239
H -2.313 6.996 -0.042 -0.11 -0.06 -0.07 0.314
H -1.180 7.213 1.272 0.00 0.05 0.07 0.460
H -1.913 5.640 1.028 -0.03 -0.10 0.06 0.317
H 1.502 4.052 0.442 0.03 0.14 0.08 0.875
H 1.845 4.578 -1.183 -0.05 0.13 -0.02 0.721
H 3.184 2.179 -1.161 0.06 -0.35 -0.31 0.230
H 3.315 2.681 0.510 -0.01 -0.15 0.06 0.407
H 4.577 3.757 -1.609 0.35 -0.29 -0.07 0.362
H 0.877 1.803 0.812 -0.09 0.10 0.15 0.732
H -0.674 1.451 0.126 -0.02 0.01 0.02 0.099
H 0.726 0.156 -1.704 0.17 0.00 -0.36 -0.573
H 1.952 0.146 -0.459 0.23 0.14 -0.16 0.806
H -0.712 -1.201 -0.534 -0.09 0.05 0.05 0.141
H -0.245 -0.605 1.021 0.11 0.07 0.16 0.631
H 0.526 -3.010 -0.300 0.07 -0.14 -0.11 0.433
H 2.001 -2.094 -0.135 0.09 0.12 0.05 0.847
H 1.526 -3.434 1.804 -0.18 -0.28 0.13 -0.040
H 1.083 -0.561 4.138 0.03 0.04 0.04 0.235
H 2.731 -0.119 2.474 0.19 0.02 0.32 0.246
H 3.025 -1.358 1.439 0.06 -0.13 -0.01 0.343
H 1.127 3.628 -4.187 0.05 0.17 0.02 0.348
H 2.313 3.531 -2.929 0.10 -0.07 0.33 1.543
H 3.469 0.274 -3.953 -0.12 -0.22 0.03 0.350
H 3.950 1.596 -3.203 0.16 0.23 0.19 -0.165
H 3.152 3.378 -5.127 0.13 0.07 0.09 0.233
H 3.507 1.925 -5.763 0.09 -0.06 -0.11 0.287
H 0.687 0.441 -3.941 0.12 -0.19 0.20 0.012
H 1.610 0.128 -5.228 0.10 -0.05 -0.15 0.398
H -0.780 3.410 -4.853 0.47 0.02 -0.11 0.285
H -1.105 1.729 -4.913 -0.13 -0.04 -0.13 0.245
H -2.205 0.341 -3.130 0.04 0.18 -0.22 0.369
H -3.184 0.638 -1.732 -0.15 0.10 0.04 0.140
H -1.485 0.250 -1.538 -0.02 -0.06 0.06 0.377
C -2.534 0.063 7.061 -0.05 0.09 -0.01 0.103
O -1.571 0.797 6.945 0.05 0.06 0.00 -0.596
N -2.541 -1.236 6.715 0.00 -0.21 -0.03 0.190
C -3.714 -2.070 6.859 0.08 0.01 -0.01 -0.887
C -1.315 -1.805 6.172 -0.10 0.14 0.14 -0.909
H -3.500 0.411 7.464 0.00 0.00 0.01 0.271
H -3.519 -2.909 7.530 0.00 0.00 0.02 0.312
H -4.033 -2.469 5.894 -0.01 0.01 0.00 0.309
H -4.528 -1.479 7.275 -0.03 0.01 0.01 0.305
H -0.511 -1.726 6.906 0.03 -0.05 -0.01 0.301
H -1.008 -1.272 5.277 -0.02 -0.08 -0.05 0.318
H -1.484 -2.852 5.930 -0.02 -0.02 -0.02 0.305
C -2.006 -6.871 4.119 0.02 -0.04 0.11 -0.003
O -2.758 -6.405 3.284 -0.09 0.12 -0.22 -0.523
N -0.788 -6.380 4.402 0.22 0.22 -0.06 0.281
C 0.066 -6.974 5.409 0.00 0.04 -0.05 -0.902
C -0.316 -5.211 3.662 -0.19 -0.14 0.15 -0.876
H -2.273 -7.749 4.728 -0.01 -0.02 0.00 0.251
H 0.295 -6.256 6.199 -0.01 0.00 0.01 0.300
H 1.005 -7.315 4.970 0.01 -0.01 -0.01 0.296
H -0.441 -7.828 5.853 0.00 -0.02 0.02 0.314
H -0.988 -4.367 3.811 0.02 0.04 0.04 0.164
H -0.281 -5.421 2.596 0.07 -0.04 -0.06 0.258
H 0.680 -4.942 4.001 0.02 -0.04 0.01 0.426
C 7.069 2.059 -1.741 -0.18 -0.04 -0.01 0.110
O 6.040 2.347 -2.345 -0.24 -0.01 -0.09 -0.707
N 8.117 2.870 -1.624 0.20 0.16 0.02 0.126
C 9.316 2.485 -0.901 -0.05 0.04 -0.03 -0.913
C 8.053 4.191 -2.237 -0.03 -0.05 0.02 -0.906
H 7.202 1.090 -1.239 -0.01 -0.03 -0.03 0.304
H 9.497 3.164 -0.068 -0.01 0.01 0.02 0.353
H 10.185 2.500 -1.559 0.01 -0.01 -0.02 0.348
H 9.193 1.478 -0.508 0.01 -0.03 0.01 0.283
H 7.226 4.765 -1.822 0.00 0.01 0.03 0.246
H 7.904 4.107 -3.313 0.01 -0.01 -0.01 0.304
H 8.985 4.712 -2.042 0.03 0.02 0.00 0.391
C 2.832 -5.508 0.649 0.02 -0.15 -0.03 0.272
O 2.557 -5.263 1.813 -0.08 0.19 0.01 -0.774
N 4.057 -5.845 0.225 0.11 0.00 -0.04 0.133
C 4.340 -6.143 -1.165 0.02 0.00 0.06 -0.936
C 5.131 -5.919 1.207 -0.03 0.00 -0.02 -0.952
H 2.080 -5.484 -0.157 0.00 0.03 0.00 0.219
H 4.712 -7.163 -1.277 -0.01 -0.02 0.01 0.362
H 5.088 -5.457 -1.566 -0.01 0.01 0.00 0.357
H 3.427 -6.043 -1.747 -0.02 0.00 -0.03 0.301
H 4.897 -6.653 1.977 -0.01 -0.02 0.00 0.295
H 5.271 -4.956 1.697 0.00 0.01 -0.01 0.279
H 6.047 -6.207 0.700 0.03 0.00 0.00 0.403
C -2.410 -3.548 -1.423 -0.12 -0.21 -0.33 -0.010
O -2.205 -2.361 -1.624 0.10 0.53 -0.16 -0.566
N -2.375 -4.138 -0.237 0.10 -0.19 0.36 0.300
C -2.637 -5.555 -0.087 -0.19 -0.02 -0.04 -0.771
C -2.072 -3.353 0.953 -0.10 0.10 -0.05 -0.081
H -2.651 -4.242 -2.243 -0.02 0.00 -0.06 0.250
H -3.499 -5.715 0.558 0.01 -0.06 0.09 0.316
H -1.783 -6.066 0.352 0.07 -0.05 0.08 0.240
H -2.846 -5.987 -1.064 0.01 -0.02 -0.02 0.290
H -2.806 -2.557 1.082 -0.06 -0.02 0.00 0.284
H -1.086 -2.898 0.886 -0.39 -0.23 0.14 -0.413
H -2.094 -4.013 1.815 -0.06 -0.01 0.02 0.264


No. 2
8
Properties=species:S:1:pos:R:3:forces:R:3:mulliken_charge:R:1 method="wB97M-V/def2-TZVPD" homo_lumo_gap_ev="7.48 / 7.48" total_charge=0 e_homo_ha="-0.30061 / -0.30056"
C -0.315 -0.316 1.377 0.24 0.06 -1.65 0.392
C 0.242 0.481 -0.750 -0.95 3.96 -2.24 -0.827
N 0.129 -0.526 0.185 0.13 -1.51 3.17 0.423
O 0.550 -1.683 -0.163 0.09 -0.82 -0.11 -0.628
S -1.411 -0.161 2.439 -0.42 0.04 0.91 -0.266
H 1.064 0.217 -1.392 0.22 -0.14 -0.30 0.306
H -0.739 0.438 -1.358 1.55 0.51 0.75 0.294
H 0.481 1.551 -0.336 -0.86 -2.10 -0.52 0.305


No. 3
8
Properties=species:S:1:pos:R:3:forces:R:3:mulliken_charge:R:1 method="wB97M-V/def2-TZVPD" homo_lumo_gap_ev=11.23 total_charge=0 e_homo_ha=-0.37570
C 1.417 -0.051 -0.139 0.57 -0.14 -0.02 -0.400
C -1.380 -0.094 0.309 -0.31 -0.03 0.29 -0.399
N 2.532 0.193 -0.348 0.44 0.14 -0.10 0.053
Cl -2.645 -0.293 -0.913 -0.38 -0.05 -0.28 -0.221
H -0.783 -1.001 0.330 -0.10 0.24 -0.01 0.212
H -1.856 0.071 1.271 -0.04 0.02 0.02 0.287
H -0.772 0.758 0.029 -0.14 -0.17 0.08 0.148
H 3.486 0.417 -0.538 -0.05 -0.02 0.01 0.319


No. 4
15
Properties=species:S:1:pos:R:3:forces:R:3:mulliken_charge:R:1 method="wB97M-V/def2-TZVPD" homo_lumo_gap_ev=10.18 total_charge=+1 e_homo_ha=-0.52049
C -0.815 0.983 0.083 -0.64 0.69 -1.51 -0.404
C 0.344 0.399 0.883 -0.99 1.77 -1.23 0.610
N -1.702 -0.078 -0.385 1.09 1.92 -4.61 -0.560
O 1.413 1.080 0.920 0.21 0.55 -0.80 -0.293
O 0.067 -0.521 1.682 -1.87 -1.10 0.89 -0.369
O 2.076 -0.832 -1.324 1.05 -1.33 -2.70 -0.331
O 0.921 -1.245 -0.620 -1.22 -0.45 -1.79 -0.335
H -1.396 1.713 0.711 1.02 -0.38 -0.09 0.340
H -0.461 1.567 -0.857 -0.10 -0.98 1.94 0.375
H 0.290 -1.312 -1.397 0.07 0.15 1.88 0.370
H -2.283 0.276 -1.240 1.40 -0.93 2.32 0.269
H -2.292 -0.409 0.282 -2.13 -1.04 2.30 0.196
H 2.043 0.782 1.570 0.83 -0.29 0.61 0.360
H 0.676 -1.174 2.011 1.03 -0.27 0.24 0.421
H 2.100 -1.462 -2.165 0.25 1.69 2.56 0.350


No. 5
57
Properties=species:S:1:pos:R:3:forces:R:3:mulliken_charge:R:1 method="wB97M-V/def2-TZVPD" smiles="C=CCNC(=S)NNC(=O)[C@H](CCCC)C[C@@H](O)COCC(C)C" homo_lumo_gap_ev=8.46 total_charge=0 e_homo_ha=-0.29467
C -2.653 -2.147 2.544 0.07 -0.07 0.10 -0.909
C -3.734 -1.718 1.920 -0.13 0.10 -0.19 0.105
C -3.864 -1.542 0.433 -0.24 -0.06 0.03 -0.896
N -2.597 -1.452 -0.246 0.50 0.07 0.04 0.263
C -2.051 -2.470 -0.922 -0.23 0.27 -0.16 0.465
S -2.837 -3.864 -1.319 -0.19 -0.66 -0.09 -0.456
N -0.787 -2.276 -1.430 0.65 0.19 0.14 -0.473
N 0.064 -1.288 -0.943 -0.51 -0.13 -0.54 0.119
C 0.585 -1.333 0.319 0.07 0.24 -0.27 -0.253
O 0.425 -2.284 1.046 0.04 -0.21 0.30 -0.639
C 1.426 -0.119 0.679 0.17 -0.07 0.42 2.461
C 2.905 -0.534 0.654 -0.17 -0.03 -0.36 -1.679
C 3.377 -0.905 -0.751 0.31 0.10 0.21 -0.199
C 4.877 -1.194 -0.816 -0.19 -0.15 -0.05 -0.582
C 5.278 -2.450 -0.051 0.04 0.22 -0.10 -1.188
C 1.038 0.382 2.073 -0.43 -0.11 -0.11 -1.682
C -0.434 0.788 2.221 0.21 0.03 -0.50 1.186
O -0.682 1.273 3.519 -0.03 0.27 0.35 -0.633
C -0.889 1.830 1.181 -0.08 -0.01 0.42 -1.002
O -1.185 1.188 -0.043 0.07 -0.11 0.00 0.216
C -1.995 1.934 -0.933 -0.01 0.36 -0.16 -1.278
C -1.271 3.093 -1.632 -0.02 -0.31 0.00 1.006
C -0.072 2.578 -2.424 -0.13 0.14 0.29 -1.172
C -2.250 3.823 -2.546 0.13 -0.07 0.28 -1.706
H -2.630 -2.259 3.614 -0.09 -0.01 0.24 0.271
H -1.750 -2.421 2.023 0.15 -0.01 -0.19 0.243
H -4.633 -1.478 2.472 -0.09 0.00 0.16 0.387
H -4.442 -0.635 0.218 0.01 -0.09 0.00 0.296
H -4.400 -2.400 0.010 0.01 0.23 0.02 0.473
H -2.012 -0.660 -0.005 0.03 0.00 -0.08 -0.241
H -0.337 -3.133 -1.734 -0.12 0.22 0.10 0.286
H 0.066 -0.419 -1.461 0.02 -0.15 0.17 0.325
H 1.262 0.672 -0.056 0.02 -0.02 -0.04 -0.465
H 3.031 -1.383 1.325 0.02 0.02 0.12 0.421
H 3.512 0.293 1.031 0.00 0.03 0.07 0.391
H 2.829 -1.783 -1.098 -0.04 -0.02 -0.10 0.273
H 3.150 -0.080 -1.432 -0.10 0.00 -0.05 0.168
H 5.159 -1.315 -1.865 0.06 0.07 0.00 0.353
H 5.429 -0.337 -0.424 0.04 0.07 -0.07 0.342
H 5.114 -2.328 1.016 0.00 -0.07 0.14 0.296
H 4.698 -3.304 -0.393 -0.05 -0.14 0.00 0.294
H 6.332 -2.666 -0.209 0.09 -0.09 0.05 0.394
H 1.666 1.243 2.325 0.03 0.02 0.00 0.663
H 1.235 -0.409 2.798 0.06 0.04 0.01 0.168
H -1.077 -0.094 2.127 0.08 0.09 -0.09 -0.691
H -0.054 1.977 3.719 -0.01 -0.07 0.01 0.416
H -0.111 2.595 1.042 -0.03 0.00 0.01 0.364
H -1.792 2.319 1.571 0.09 -0.04 -0.03 0.454
H -2.874 2.318 -0.398 0.02 -0.07 -0.02 0.473
H -2.332 1.212 -1.683 -0.07 0.06 -0.02 0.352
H -0.916 3.795 -0.869 -0.03 -0.02 0.00 0.229
H -0.399 1.877 -3.191 -0.03 -0.11 -0.14 0.291
H 0.445 3.402 -2.909 0.09 0.03 -0.09 0.448
H 0.633 2.072 -1.768 0.13 -0.07 0.02 0.062
H -1.757 4.659 -3.036 0.00 0.08 -0.08 0.423
H -3.095 4.208 -1.980 -0.13 0.07 0.00 0.399
H -2.627 3.150 -3.313 -0.07 -0.07 -0.14 0.368


No. 6
6
Properties=species:S:1:pos:R:3:forces:R:3:mulliken_charge:R:1 method="wB97M-V/def2-TZVPD" homo_lumo_gap_ev=6.14 total_charge=-2 e_homo_ha=0.00448
B 0.025 0.721 -0.027 0.10 -0.23 0.08 -0.455
H 0.802 1.233 -0.805 0.43 0.28 -0.47 -0.137
H 0.259 1.158 1.080 0.06 0.35 0.61 -0.134
H -1.106 0.999 -0.355 -0.62 0.24 -0.15 -0.140
H 0.155 -0.481 0.000 0.07 0.00 -0.09 -0.081
I -0.135 -3.631 0.108 -0.03 -0.63 0.02 -1.052